Entry 1:
Formula: C16H25AlBBrF2NO7P2Si
Source: OMol25
Level of theory: wB97M-V/def2-TZVPD

XYZ file:
```
57
Properties=species:S:1:pos:R:3:forces:R:3
C 0.808 -3.692 0.192 0.7 -0.3 0.5
C -0.597 -3.783 -0.595 0.9 -0.6 0.0
B -1.302 -2.350 -0.904 -0.7 -0.2 -2.4
O -1.748 -2.132 -2.281 0.8 -1.4 2.1
C -1.569 -1.174 0.243 0.3 -2.1 -1.0
C -0.287 -0.242 0.053 0.2 0.6 1.8
F 0.496 -0.354 1.277 -1.3 0.3 -2.7
F 0.534 -0.811 -0.984 -1.2 0.7 1.7
C -0.538 1.296 -0.272 1.2 1.1 -0.2
C 0.007 1.790 -1.721 -0.9 0.7 -0.1
Si 1.807 2.521 -1.634 -0.3 -0.1 0.2
C 2.482 2.807 -3.403 0.6 0.3 -1.2
C 1.816 4.268 -0.770 -0.3 0.7 0.1
C 2.866 1.263 -0.636 1.7 -1.4 1.3
C 3.515 0.079 -1.425 1.0 -0.2 5.1
C 4.332 -0.963 -0.587 -1.3 2.3 1.3
C 4.491 -0.832 0.956 -2.0 3.0 -1.7
C 3.856 0.397 1.683 -0.9 0.2 -2.9
C 3.016 1.493 0.906 2.5 -4.6 -2.1
O -1.585 -2.012 1.456 -1.6 1.6 -1.3
Al -3.273 -2.833 1.479 0.6 -0.4 0.2
Br -4.461 -2.988 3.568 0.3 0.3 -0.7
O -3.967 -1.770 0.099 2.8 1.2 1.8
C -3.064 -0.614 0.087 -1.2 -1.9 -0.4
O -3.472 0.040 -1.172 -3.0 -1.6 -0.6
C -4.773 -0.464 -1.521 -2.1 0.5 -1.5
N -5.891 -0.687 -1.942 6.0 1.3 2.1
P -3.847 0.523 1.402 -0.9 0.7 0.3
P -2.594 0.824 3.154 2.4 -1.2 4.5
O -2.296 -0.438 3.978 -0.9 3.0 -2.2
O -3.505 1.864 4.206 1.4 -1.2 -1.1
O -1.124 1.647 2.862 -2.0 0.1 0.8
H 1.712 -3.484 -0.504 -1.6 -0.2 1.0
H 0.816 -2.891 1.027 -0.2 -1.3 -1.4
H 1.038 -4.712 0.694 -0.4 1.6 -0.8
H -0.366 -4.296 -1.610 -0.4 0.7 1.4
H -1.257 -4.521 -0.011 0.8 1.4 -0.9
H -1.647 -2.996 -2.755 -0.1 1.2 0.6
H 0.074 1.904 0.506 -1.2 -1.2 -1.0
H -1.612 1.667 -0.177 1.4 -1.1 0.1
H -0.657 2.701 -2.011 0.9 -1.5 0.3
H -0.126 1.024 -2.558 0.2 0.9 1.3
H 1.963 2.114 -4.152 0.8 0.8 1.0
H 3.622 2.622 -3.448 -1.8 0.2 0.0
H 2.316 3.888 -3.789 0.2 -1.7 0.8
H 0.764 4.542 -0.395 1.5 -0.4 -0.4
H 2.549 4.325 0.108 -1.0 0.0 -1.3
H 2.096 5.074 -1.558 -0.4 -1.3 1.4
H 3.424 -0.072 -2.553 0.0 0.4 1.9
H 4.830 -1.863 -1.110 -1.0 1.7 0.9
H 5.064 -1.618 1.572 -1.0 1.4 -1.2
H 3.935 0.551 2.825 0.0 -0.6 -2.1
H 2.547 2.370 1.461 0.7 -1.4 -1.0
H -3.133 -4.386 1.082 -0.2 0.4 -0.1
H -3.925 1.837 0.784 0.7 -0.7 0.4
H -3.397 1.496 5.124 -0.1 0.1 -1.4
H -0.765 2.051 3.694 -0.6 -0.7 -0.9
```
Positions in Å, forces in eV/Å.

Calculated values
Orbital gap (eV): 8.39
E (hartree): -5219.432671
E_HOMO (eV): -6.08
2S+1: 1
Net charge: -1

Atomic partial charges in e from the natural (NBO) method, atoms 1 to 5: -0.611 -0.827 1.109 -0.915 -0.235

***

Entry 2:
Formula: H6O3
Source: OMol25
Level of theory: wB97M-V/def2-TZVPD

XYZ file:
```
9
Properties=species:S:1:pos:R:3:forces:R:3
O -5.297 0.993 -1.664 -1.9 -0.8 0.7
H -4.512 1.476 -1.804 1.3 1.0 -0.1
H -5.791 1.422 -0.941 0.5 -0.2 -0.6
O 6.547 -4.729 -1.474 0.8 -4.0 -2.8
H 5.908 -4.121 -1.342 -2.6 3.2 1.2
H 7.309 -4.663 -0.971 1.8 0.8 1.7
O -1.224 3.661 3.076 0.0 1.2 -1.2
H -1.504 2.817 3.355 -0.3 -1.7 1.0
H -1.624 3.671 2.194 0.3 0.5 0.1
```
Positions in Å, forces in eV/Å.

Calculated values
Energy relative to the best compared isomer or geometry (same formula, charge and spin) (kJ/mol): 98.8
Orbital gap (eV): 12.18
E (hartree): -229.287443
E_HOMO (eV): -11.72
2S+1: 1
Net charge: 0

Atomic partial charges in e from the natural (NBO) method, atoms 1 to 5: -0.938 0.467 0.471 -0.943 0.470

***

Entry 3:
Formula: C5H7NO
Source: OMol25
Level of theory: wB97M-V/def2-TZVPD

XYZ file:
```
14
Properties=species:S:1:pos:R:3:forces:R:3
C 1.028 0.548 1.025 0.0 0.1 0.0
C 0.390 -0.524 0.129 0.0 -0.1 0.1
C 1.443 -1.217 -0.625 0.7 -0.5 -0.6
N 2.274 -1.733 -1.242 -0.8 0.5 0.6
C -0.650 0.021 -0.869 -0.1 0.0 0.1
C -1.919 0.451 -0.181 -0.3 -0.1 0.6
O -2.468 -0.206 0.668 0.2 0.0 -0.1
H 1.769 0.088 1.686 -0.1 0.1 -0.1
H 0.274 1.038 1.649 0.1 -0.1 -0.1
H 1.541 1.307 0.425 -0.1 -0.1 0.0
H -0.106 -1.265 0.767 0.0 0.1 -0.1
H -0.251 0.882 -1.421 0.0 -0.4 -0.1
H -0.958 -0.802 -1.540 0.3 0.5 0.0
H -2.368 1.413 -0.471 0.0 0.1 -0.3
```
Positions in Å, forces in eV/Å.

Calculated values
Energy relative to the best compared isomer or geometry (same formula, charge and spin) (kJ/mol): 77.8
Orbital gap (eV): 10.99
E (hartree): -324.694843
E_HOMO (eV): -10.42
2S+1: 1
Net charge: 0

Atomic partial charges in e from the natural (NBO) method, atoms 1 to 5: -0.596 -0.321 0.286 -0.321 -0.500

***

Entry 4:
Formula: C4H5NS
Source: OMol25
Level of theory: wB97M-V/def2-TZVPD

XYZ file:
```
11
Properties=species:S:1:pos:R:3:forces:R:3
C 0.692 -0.817 1.559 -0.6 0.6 1.4
C 0.655 -0.472 0.336 1.7 0.2 -4.3
C 1.259 -0.758 -1.457 1.2 -0.3 6.8
C -0.086 0.537 1.137 -2.6 -1.4 1.0
N 0.286 -0.347 -2.149 -1.0 -0.1 -3.4
S 2.730 -1.339 -1.644 0.5 -0.4 -0.6
H 0.872 -1.493 2.417 0.0 0.8 -1.0
H -1.226 0.457 1.224 1.4 -0.3 -0.5
H 0.093 1.577 1.412 1.4 -0.3 -0.1
H -0.471 0.013 -1.642 -1.5 0.5 0.1
H 0.283 -0.624 -3.136 -0.4 0.7 0.5
```
Positions in Å, forces in eV/Å.

Calculated values
Energy relative to the best compared isomer or geometry (same formula, charge and spin) (kJ/mol): 415.1
Orbital gap (eV): 9.09
E (hartree): -608.192561
E_HOMO (eV): -8.21
2S+1: 1
Net charge: 0

Atomic partial charges in e from the natural (NBO) method, atoms 1 to 5: -0.197 -0.066 0.118 -0.472 -0.768

***

Entry 5:
Formula: C5H7NO2
Source: OMol25
Level of theory: wB97M-V/def2-TZVPD

XYZ file:
```
15
Properties=species:S:1:pos:R:3:forces:R:3
O 3.002 -1.118 -0.037 -2.4 1.2 0.0
C 1.925 -0.520 0.014 1.3 -1.8 0.1
C 0.402 -1.053 0.294 1.5 0.0 0.8
C -0.162 0.308 0.325 -5.8 -2.4 0.0
C -1.644 0.276 0.206 -1.4 -0.2 2.3
O -2.107 -0.997 -0.337 -0.5 1.3 -0.9
C 0.537 1.320 -0.049 -0.9 2.2 0.6
N 1.805 0.884 -0.136 5.1 0.9 -1.9
H 0.048 -1.807 1.137 1.7 1.9 -0.9
H -0.187 -1.582 -0.479 1.4 0.3 -0.4
H -2.052 1.259 -0.059 -0.1 -0.4 -1.6
H -2.173 0.232 1.160 0.5 -0.3 0.6
H -2.060 -1.032 -1.307 0.0 0.3 0.4
H 0.108 2.362 -0.076 1.1 -1.2 -0.5
H 2.557 1.469 -0.655 -1.6 -1.9 1.5
```
Positions in Å, forces in eV/Å.

Calculated values
Energy relative to the best compared isomer or geometry (same formula, charge and spin) (kJ/mol): 250.5
Orbital gap (eV): 8.93
E (hartree): -399.870164
E_HOMO (eV): -8.35
2S+1: 1
Net charge: 0

Atomic partial charges in e from the natural (NBO) method, atoms 1 to 5: -0.573 0.693 -0.562 -0.112 -0.096

***

Entry 6:
Formula: CH5NO2S
Source: OMol25
Level of theory: wB97M-V/def2-TZVPD

XYZ file:
```
10
Properties=species:S:1:pos:R:3:forces:R:3
C 0.895 -1.554 -0.040 1.5 0.6 0.5
N 0.293 -0.553 0.440 -0.8 -0.7 0.3
O 0.661 0.700 0.492 0.1 0.8 0.0
O 2.051 1.125 0.050 -0.1 -1.0 -0.2
H 1.893 -1.404 -0.415 0.4 -0.1 -0.4
H 0.591 -2.589 0.152 -0.6 0.8 -0.2
H 1.877 2.042 -0.223 -0.4 -0.4 0.1
S -2.800 0.211 0.096 1.5 0.6 0.4
H -3.703 0.836 -0.650 0.0 0.5 -0.2
H -1.759 1.186 0.098 -1.7 -1.1 -0.3
```
Positions in Å, forces in eV/Å.

Calculated values
Energy relative to the best compared isomer or geometry (same formula, charge and spin) (kJ/mol): 567.2
Orbital gap (eV): 10.02
E (hartree): -644.328268
E_HOMO (eV): -9.41
2S+1: 1
Net charge: 0

Atomic partial charges in e from the natural (NBO) method, atoms 1 to 5: -0.182 -0.048 -0.125 -0.506 0.187

***

Entry 7:
Formula: C5H7FN2
Source: OMol25
Level of theory: wB97M-V/def2-TZVPD

XYZ file:
```
15
Properties=species:S:1:pos:R:3:forces:R:3
F 2.731 -0.704 0.012 0.7 -0.4 0.7
C 1.634 -0.152 -0.587 -0.9 -0.2 -0.9
C 0.818 0.608 0.416 0.4 -1.4 0.1
C -0.235 -0.171 1.214 -0.1 0.8 1.0
N -0.875 -1.352 0.737 -0.3 0.0 -0.7
C -1.505 -1.036 -0.344 0.7 -1.0 0.3
N -1.314 0.256 -0.769 -0.3 -0.3 0.0
C -0.619 0.957 0.261 0.4 0.4 -0.4
H 2.014 0.459 -1.389 0.1 0.6 -0.3
H 1.087 -0.978 -1.082 -0.1 0.4 0.5
H 1.388 1.290 1.038 0.0 -0.1 -0.1
H -0.184 -0.088 2.295 -0.1 0.1 -0.1
H -2.058 -1.801 -0.913 0.2 0.7 0.2
H -1.965 0.736 -1.340 -0.6 0.2 -0.4
H -0.916 1.974 0.451 -0.3 0.1 0.3
```
Positions in Å, forces in eV/Å.

Calculated values
Energy relative to the best compared isomer or geometry (same formula, charge and spin) (kJ/mol): 154.0
Orbital gap (eV): 9.63
E (hartree): -404.048203
E_HOMO (eV): -8.80
2S+1: 1
Net charge: 0

Atomic partial charges in e from the natural (NBO) method, atoms 1 to 5: -0.364 0.059 -0.296 -0.078 -0.464

***

Entry 8:
Formula: C37H39N5O2SSiSn
Source: OMol25
Level of theory: wB97M-V/def2-TZVPD

XYZ file:
```
86
Properties=species:S:1:pos:R:3:forces:R:3
Sn 1.120 0.549 -0.304 0.0 0.1 0.1
C 1.000 -1.006 1.126 0.0 0.0 0.0
Si -0.687 -1.827 0.985 0.0 0.0 0.0
C -1.760 -0.341 0.450 0.0 0.0 0.0
N -1.188 0.552 -0.607 0.0 -0.1 0.0
C -1.780 1.925 -0.507 0.0 0.0 0.1
C -3.304 1.923 -0.623 0.0 0.0 0.0
C -3.795 0.982 -1.735 0.0 0.0 0.0
C -2.651 0.688 -2.693 0.0 0.0 0.0
C -1.484 0.001 -1.988 0.1 0.0 0.0
C -1.351 -2.435 2.601 0.0 0.0 0.0
C -1.597 -3.795 2.803 0.0 0.0 0.0
C -2.088 -4.253 4.018 0.0 0.0 0.0
C -2.340 -3.359 5.046 0.0 0.0 0.0
C -2.103 -2.003 4.865 0.0 0.0 0.0
C -1.613 -1.548 3.652 0.0 0.0 0.0
C -0.573 -3.178 -0.295 0.0 0.0 0.0
C 0.601 -3.931 -0.419 0.0 0.0 0.0
C 0.688 -4.986 -1.318 0.0 0.0 0.0
C -0.404 -5.309 -2.113 0.0 0.0 0.0
C -1.586 -4.591 -1.989 0.0 0.0 0.0
C -1.668 -3.544 -1.082 0.0 0.0 0.0
H 1.840 -1.678 0.946 0.0 0.0 0.0
H 1.143 -0.539 2.103 0.0 0.0 0.0
H -1.875 0.260 1.359 0.0 0.0 0.0
H -2.769 -0.647 0.166 0.0 0.0 0.0
H -1.322 2.522 -1.297 0.0 0.0 0.0
H -1.489 2.349 0.450 0.0 0.0 0.0
H -3.606 2.952 -0.825 0.0 0.0 0.0
H -3.752 1.661 0.336 0.0 0.0 0.0
H -4.633 1.425 -2.270 0.0 0.0 0.0
H -4.168 0.046 -1.313 0.0 0.0 0.0
H -2.309 1.612 -3.164 0.0 0.0 0.0
H -2.974 0.033 -3.505 0.0 0.0 0.0
H -0.595 0.100 -2.609 -0.1 0.0 0.0
H -1.677 -1.062 -1.863 0.0 0.0 0.0
H -1.408 -4.505 2.006 0.0 0.0 0.0
H -2.276 -5.309 4.160 0.0 0.0 0.0
H -2.725 -3.717 5.992 0.0 0.0 0.0
H -2.304 -1.305 5.667 0.0 0.0 0.0
H -1.441 -0.482 3.528 0.0 0.0 0.0
H 1.458 -3.716 0.211 0.0 0.0 0.0
H 1.598 -5.567 -1.386 0.0 0.0 0.0
H -0.342 -6.134 -2.810 0.0 0.0 0.0
H -2.447 -4.858 -2.587 0.0 0.0 0.0
H -2.614 -3.021 -0.978 0.0 0.0 0.0
O -3.193 6.083 3.643 0.0 0.0 0.0
C -3.088 4.756 3.489 0.0 0.0 0.0
O -3.999 4.022 3.732 0.0 0.0 0.0
C -1.787 4.218 2.954 0.0 0.0 0.0
C -1.426 2.933 3.359 0.0 0.0 0.0
C -0.313 2.322 2.815 0.0 0.0 0.0
C 0.429 2.999 1.853 0.0 0.0 0.0
C 0.104 4.287 1.463 0.0 0.0 0.0
C -1.012 4.897 2.025 0.0 0.0 0.0
N 1.487 2.288 1.199 0.0 0.0 -0.1
C 2.693 2.658 1.352 0.0 0.0 0.1
C 3.796 1.915 0.734 0.0 0.0 0.0
C 5.108 2.299 0.928 0.0 0.0 0.0
C 6.116 1.532 0.352 0.0 0.0 0.0
C 5.766 0.413 -0.379 0.0 0.0 0.0
C 4.420 0.098 -0.525 0.0 0.0 0.0
N 3.456 0.833 0.014 0.0 0.0 0.0
H -2.339 6.528 3.577 0.0 0.0 0.0
H -2.048 2.425 4.084 0.0 0.0 0.0
H -0.017 1.328 3.127 0.0 0.0 0.0
H 0.678 4.787 0.693 0.0 0.0 0.0
H -1.292 5.887 1.686 0.0 0.0 0.0
H 2.936 3.511 1.986 0.0 0.0 0.0
H 5.338 3.175 1.519 0.0 0.0 0.0
H 7.155 1.806 0.480 0.0 0.0 0.0
H 6.517 -0.215 -0.837 0.0 0.0 0.0
H 4.110 -0.769 -1.096 0.0 0.0 0.0
C 2.834 -0.497 -6.276 0.0 0.0 0.0
C 2.440 -0.519 -4.841 0.0 0.0 0.0
C 2.281 -1.718 -4.128 0.0 0.0 -0.1
C 1.916 -1.642 -2.810 0.0 0.0 0.0
N 1.719 -0.445 -2.231 0.0 0.0 0.0
C 1.854 0.665 -2.996 0.0 0.0 0.0
S 1.436 2.146 -2.154 0.0 -0.1 0.0
N 2.218 0.667 -4.259 0.0 0.0 0.1
H 3.177 -1.469 -6.621 0.0 0.0 0.0
H 3.608 0.253 -6.433 0.0 0.0 0.0
H 1.973 -0.193 -6.874 0.0 0.0 0.0
H 2.440 -2.675 -4.602 0.0 0.0 0.0
H 1.759 -2.520 -2.194 0.0 0.0 0.0
```
Positions in Å, forces in eV/Å.

Calculated values
Energy relative to the best compared isomer or geometry (same formula, charge and spin) (kJ/mol): 0.0
Orbital gap (eV): 7.02
E (hartree): -2759.182330
E_HOMO (eV): -13.68
2S+1: 1
Net charge: +2

Atomic partial charges in e from the Mulliken method, atoms 1 to 5: 2.122 -1.156 -0.335 -0.560 1.106

***

The lowest orbital gap belongs to which entry? C37H39N5O2SSiSn

***

Look up the orbital gap of the sixth one. 10.02 eV

***

What is the E_HOMO in the sixth record? -9.41 eV